{"formula": "C40H66F32O9", "method": "wB97M-V/def2-TZVPD", "elements": ["C", "C", "O", "C", "C", "H", "H", "H", "H", "H", "H", "H", "H", "H", "H", "C", "C", "O", "C", "C", "H", "H", "H", "H", "H", "H", "H", "H", "H", "H", "C", "C", "O", "C", "C", "H", "H", "H", "H", "H", "H", "H", "H", "H", "H", "C", "C", "O", "C", "C", "H", "H", "H", "H", "H", "H", "H", "H", "H", "H", "C", "C", "O", "C", "C", "H", "H", "H", "H", "H", "H", "H", "H", "H", "H", "C", "C", "C", "F", "F", "F", "F", "O", "C", "C", "F", "F", "F", "F", "H", "H", "H", "H", "C", "C", "C", "F", "F", "F", "F", "O", "C", "C", "F", "F", "F", "F", "H", "H", "H", "H", "C", "C", "C", "F", "F", "F", "F", "O", "C", "C", "F", "F", "F", "F", "H", "H", "H", "H", "C", "C", "C", "F", "F", "F", "F", "O", "C", "C", "F", "F", "F", "F", "H", "H", "H", "H"], "positions_angstrom": [[0.18119, -2.61644, 2.02513], [0.25373, -1.12895, 2.16222], [-0.66992, -0.57079, 1.16379], [-0.58234, 0.82365, 0.97137], [-1.61062, 1.17000, -0.05680], [0.73494, -3.09259, 2.86946], [-0.80923, -3.04763, 2.21799], [0.59587, -3.00105, 1.04400], [-0.01621, -0.78056, 3.23330], [1.28852, -0.76810, 1.98454], [-0.78294, 1.47603, 1.83574], [0.46490, 1.08114, 0.71034], [-1.53796, 0.64157, -1.04190], [-1.82024, 2.27942, -0.12239], [-2.56034, 0.76546, 0.39828], [1.33421, 7.90156, -3.38465], [0.65170, 6.60571, -2.99528], [1.33525, 6.12319, -1.90853], [0.63825, 4.96826, -1.48810], [1.32202, 4.26515, -0.41116], [0.74986, 8.45777, -4.12824], [1.29468, 8.54898, -2.45366], [2.36518, 7.78109, -3.69558], [-0.37401, 6.81411, -2.70277], [0.66100, 5.86602, -3.84904], [-0.31947, 5.30777, -1.19210], [0.53930, 4.28261, -2.39923], [0.70549, 3.42279, -0.08320], [1.54494, 4.93493, 0.35687], [2.29635, 3.82888, -0.77134], [-3.64676, 3.99078, 2.78059], [-3.55834, 2.56296, 3.12627], [-2.44800, 2.32879, 3.91608], [-2.39983, 1.00328, 4.42276], [-1.20475, 0.94421, 5.37335], [-3.47456, 4.53729, 3.69453], [-2.83173, 4.24972, 2.12639], [-4.62889, 4.22924, 2.30494], [-4.44958, 2.20523, 3.62376], [-3.45848, 1.91376, 2.25567], [-3.32257, 0.73427, 4.94203], [-2.20688, 0.35271, 3.54840], [-1.18719, 1.88937, 5.89896], [-0.22075, 0.76506, 4.99392], [-1.40493, 0.23883, 6.14971], [-3.80602, -0.10562, -4.36951], [-5.29785, -0.25591, -4.73825], [-5.84144, -1.14084, -3.74136], [-7.21613, -1.10023, -3.64279], [-7.68931, -2.13985, -2.69077], [-3.30533, 0.63019, -5.05870], [-3.78394, 0.18620, -3.31164], [-3.30224, -1.14284, -4.42541], [-5.81367, 0.72054, -4.72298], [-5.48108, -0.74262, -5.70617], [-7.49201, -0.14818, -3.19548], [-7.67778, -1.15374, -4.67074], [-7.22311, -3.08870, -3.00077], [-8.77760, -2.27125, -2.66452], [-7.31580, -1.92580, -1.68251], [-6.58312, 1.80838, -1.00760], [-5.42718, 2.77465, -0.76516], [-4.50432, 2.54014, -1.80827], [-3.64540, 3.68013, -2.05738], [-2.58769, 3.29272, -3.13424], [-7.43432, 1.90361, -0.30586], [-6.97870, 1.98293, -2.05122], [-6.14597, 0.82320, -0.96425], [-5.80657, 3.83203, -0.72200], [-4.95917, 2.72943, 0.25697], [-4.29896, 4.46969, -2.42755], [-3.29195, 4.04910, -1.12513], [-1.92735, 4.11920, -3.31177], [-3.02689, 3.04043, -4.08423], [-1.98705, 2.44302, -2.85455], [1.87659, -3.62754, -1.54750], [2.99525, -4.42966, -2.10299], [3.14236, -5.71561, -1.33236], [3.26620, -5.43848, 0.00510], [2.00327, -6.47852, -1.42358], [2.82348, -4.77949, -3.37580], [4.14662, -3.72227, -1.89181], [1.75800, -2.51467, -2.34157], [0.45358, -2.08811, -2.38955], [0.11256, -0.76513, -3.18431], [0.45047, 0.32990, -2.47263], [0.63944, -0.70929, -4.37433], [-0.28662, -2.98996, -3.07735], [-0.05346, -1.94192, -1.17848], [2.26303, -3.35800, -0.55768], [0.89603, -4.14292, -1.48332], [3.98477, -6.34285, -1.66648], [-0.99827, -0.83188, -3.16761], [6.63767, -0.14507, -0.43156], [5.19872, -0.57155, -0.06542], [4.51474, 0.52981, 0.77513], [4.47401, 1.61022, 0.00145], [3.23140, 0.13533, 1.12304], [4.51242, -0.82770, -1.19731], [5.21214, -1.75155, 0.64678], [7.19367, 0.45800, 0.74423], [8.52506, 0.57147, 0.87199], [8.90098, 1.24798, 2.21816], [10.26871, 1.27721, 2.46021], [8.46323, 2.51550, 2.04149], [9.06781, -0.69839, 0.90553], [9.13540, 1.09339, -0.22761], [6.64957, 0.57976, -1.33009], [7.19603, -1.02764, -0.79991], [5.05409, 0.70722, 1.71575], [8.46692, 0.78603, 3.10324], [-4.22309, -3.74898, -1.85064], [-3.92874, -5.17809, -2.36582], [-2.52228, -5.45110, -2.77842], [-2.14248, -4.67513, -3.83470], [-1.64774, -5.29322, -1.73982], [-4.17810, -6.10940, -1.40771], [-4.64977, -5.38928, -3.52312], [-3.52677, -3.44668, -0.68647], [-4.22344, -2.71681, 0.25086], [-3.40300, -2.53466, 1.53281], [-4.27105, -2.02087, 2.42933], [-3.00977, -3.76344, 1.91631], [-4.51385, -1.48835, -0.30555], [-5.42524, -3.24287, 0.58349], [-5.30563, -3.66638, -1.74601], [-3.92632, -3.11938, -2.70470], [-2.49374, -6.53800, -3.00997], [-2.51753, -1.90755, 1.44831], [5.12175, -1.05839, 4.07760], [5.17003, 0.28656, 4.65444], [3.73728, 0.90623, 4.94887], [3.21074, 1.16227, 3.70047], [3.05139, -0.04126, 5.58655], [5.85040, 0.30654, 5.84210], [5.78837, 1.11084, 3.77221], [6.43099, -1.50544, 3.73245], [6.79739, -2.65412, 4.36476], [8.22037, -3.03522, 3.86217], [9.03226, -1.98681, 4.19991], [8.66313, -4.11146, 4.47295], [6.79729, -2.44070, 5.72573], [5.81712, -3.55860, 4.05655], [4.51504, -1.03742, 3.14224], [4.66765, -1.69297, 4.80059], [3.80525, 1.85988, 5.59948], [8.25334, -3.25887, 2.79732]], "forces_ev_per_angstrom": [[0.64, -1.60, 0.43], [-0.64, 1.28, 0.29], [0.70, -0.43, 1.68], [1.23, 0.61, -0.29], [-2.13, 0.09, -0.14], [0.17, 0.39, -0.70], [0.02, 0.41, -0.52], [-0.58, 0.52, 1.18], [0.12, -0.47, -1.62], [-0.60, -0.07, -0.11], [-0.16, -0.65, 0.47], [-0.33, -0.12, -0.31], [0.30, 0.80, 0.83], [0.58, -1.16, -0.31], [0.58, 0.36, -0.57], [-0.96, 1.25, 1.11], [0.58, 0.88, -1.78], [0.48, -1.12, 0.79], [0.51, -0.68, -2.28], [1.48, -2.15, -0.69], [0.27, -0.26, -0.10], [0.34, -0.62, -1.03], [0.06, -0.10, -0.08], [-0.51, -0.01, -0.20], [-0.13, 0.52, 0.68], [-1.46, 0.06, 0.37], [-0.17, 0.66, 1.06], [0.09, 0.18, 0.23], [0.26, 0.90, 1.60], [-0.87, 0.41, 0.32], [-0.58, 0.62, -0.44], [-0.37, -1.50, -0.62], [0.63, 0.14, 1.14], [1.60, 0.18, -0.80], [-1.11, 0.54, 0.58], [-0.36, 0.51, 0.28], [0.23, 0.25, -0.50], [0.82, 0.00, 0.44], [-0.56, 0.01, 0.43], [-0.20, 0.00, -0.59], [-0.08, 0.01, -0.13], [-0.48, -0.24, 0.35], [0.13, 0.42, 0.08], [0.37, -0.13, -0.74], [-0.01, -0.84, 0.46], [0.01, -1.12, -0.70], [0.31, -0.58, 0.72], [1.34, 0.11, -0.27], [-1.21, 1.04, -0.78], [0.34, -1.37, 0.18], [-0.31, -0.77, 0.86], [0.22, 0.33, -0.35], [-0.65, 1.61, -0.17], [0.14, -0.26, 0.11], [0.24, 0.31, -0.07], [-0.28, 0.60, -0.27], [0.16, -0.18, 0.86], [-0.37, 0.01, 0.16], [0.28, 0.18, -0.06], [-0.17, 0.04, -0.12], [-0.29, 0.61, -0.56], [-0.63, 1.06, 0.76], [0.63, 0.72, 0.13], [-0.85, -1.34, -1.61], [-0.76, 0.30, 1.12], [0.63, -0.02, -0.20], [0.43, -0.19, 1.08], [-0.22, -0.59, -0.01], [0.22, -0.53, -0.73], [-0.11, -0.71, -0.75], [0.01, 0.26, -0.32], [1.02, 0.13, 0.88], [0.40, 0.55, 0.00], [-0.58, -0.01, -0.26], [0.19, -0.30, 0.44], [-0.30, -0.66, 1.25], [-0.17, -0.78, 1.12], [-0.14, -1.58, 1.17], [0.32, 0.04, -0.48], [0.38, 0.47, -0.38], [0.37, 0.34, -0.92], [0.06, -0.20, -0.83], [-1.19, 2.37, -1.08], [1.00, 1.16, -1.97], [-1.12, -1.02, 2.56], [0.50, 0.27, 0.00], [0.54, -0.02, -1.25], [-0.30, -0.69, 0.23], [-0.49, -0.15, 0.80], [-0.55, 0.08, 0.10], [0.91, -0.28, 0.08], [-0.16, 0.40, 0.11], [0.47, 0.36, -0.65], [0.23, 0.39, -1.73], [0.54, -0.14, 0.16], [-0.36, -1.38, 0.67], [-0.32, 0.71, -0.11], [0.80, 0.30, -0.62], [0.01, 0.23, 0.08], [0.09, 0.70, -0.04], [-0.34, 0.50, 0.05], [1.37, -2.23, -0.44], [0.80, 0.70, -0.45], [-1.41, -0.10, -0.84], [0.13, 0.25, 0.58], [-0.01, -0.15, 0.35], [-0.55, 0.67, 0.67], [-0.33, -0.84, 1.64], [-0.19, 0.28, 0.63], [-0.15, 0.18, -0.48], [-0.40, -0.11, -0.25], [-0.67, -0.67, -2.03], [-0.02, 1.21, 0.59], [1.37, -1.37, -0.24], [-0.23, -0.46, 0.71], [-0.24, 0.48, -0.40], [-0.68, 0.03, -0.44], [-0.21, -0.06, 1.12], [-0.10, 0.08, 1.55], [0.15, 0.59, -1.35], [-0.16, -0.07, -0.58], [0.21, 0.10, 0.47], [-0.06, -0.38, 0.49], [0.09, -0.29, 0.50], [0.32, -0.28, -0.34], [0.05, 0.02, 0.12], [-0.07, 0.23, 0.47], [0.21, 0.66, -0.48], [-0.10, 0.29, -0.28], [-0.37, -0.78, -1.44], [-0.72, 1.82, 1.03], [2.08, 0.93, -0.43], [-0.27, -0.09, 1.20], [-0.88, -0.16, 0.10], [-0.04, 0.07, -0.56], [0.46, 0.48, 0.19], [0.47, 0.43, 0.07], [-0.77, 1.06, -0.06], [-0.51, 0.86, -0.03], [-0.32, -0.39, -0.41], [0.31, -1.14, 1.00], [0.04, -0.84, -0.97], [1.07, -0.60, 0.68], [0.29, -0.08, 0.75], [-0.45, -0.68, 0.39], [-0.22, -1.43, -1.24], [-0.17, 0.60, -0.23]], "smiles": "FC(F)C(F)(F)COC(F)(F)C(F)F.FC(F)C(F)(F)COC(F)(F)C(F)F.FC(F)C(F)(F)COC(F)(F)C(F)F.FC(F)C(F)(F)COC(F)(F)C(F)F.CCOCC.CCOCC.CCOCC.CCOCC.CCOCC", "lumo_energy_ev": 0.5053, "total_charge": 0, "gap_ev": 10.24}

=====

{"formula": "C6H12N3", "method": "wB97M-V/def2-TZVPD", "elements": ["C", "C", "C", "C", "C", "C", "N", "N", "N", "H", "H", "H", "H", "H", "H", "H", "H", "H", "H", "H", "H"], "positions_angstrom": [[-2.35305, -0.66189, -0.23982], [-1.38541, -1.14409, -1.03140], [-2.10563, 0.65083, 0.63964], [0.70247, -0.56607, 0.96799], [2.50517, 0.13797, -0.33724], [0.27526, 0.50339, 0.02596], [-0.84924, 1.20172, 0.11392], [1.31251, 0.90942, -0.69807], [2.07322, -0.93893, 0.52228], [-3.33062, -1.00058, -0.40942], [-1.71518, -1.98655, -1.61190], [-2.87361, 1.34939, 0.33268], [-2.03348, 0.56768, 1.66595], [0.74149, -0.10723, 1.91698], [0.11449, -1.43614, 0.86594], [2.97540, -0.25609, -1.17692], [3.16351, 0.84438, 0.16114], [-0.93095, 2.02429, -0.66081], [1.39542, 1.75264, -1.30271], [2.75063, -1.03441, 1.33217], [-0.43239, -0.80973, -1.07638]], "forces_ev_per_angstrom": [[2.28, 1.88, 0.26], [-4.67, -1.28, 0.73], [0.17, -1.22, -4.26], [1.62, -0.42, -0.88], [0.44, 1.18, 0.90], [0.52, 2.62, 0.32], [0.39, 2.52, -2.46], [-0.19, -0.38, -0.09], [0.13, 0.38, 1.15], [-1.28, -0.53, 0.43], [0.47, -0.21, -0.50], [-0.21, 0.18, 0.43], [-0.12, -0.52, 2.14], [-0.48, 0.25, 1.49], [-1.00, -0.68, 0.63], [0.84, -0.47, -1.69], [0.43, 0.03, 0.08], [0.08, -2.69, 2.61], [-0.42, -1.08, 0.76], [-1.37, 0.09, -1.32], [2.39, 0.35, -0.73]], "smiles": "C=CCNC1=[NH+]CNC1", "lumo_energy_ev": -3.1459, "total_charge": 1, "e_above_lowest_kj_mol": 275.60, "gap_ev": 10.34}

=====

{"formula": "C11H8N2", "method": "wB97M-V/def2-TZVPD", "elements": ["C", "C", "C", "C", "C", "C", "C", "C", "C", "C", "C", "H", "H", "H", "H", "H", "H", "H", "H", "N", "N"], "positions_angstrom": [[0.35583, 2.40911, -2.37841], [0.48510, 1.92804, -1.03309], [0.01036, 0.53696, -0.70469], [-0.16685, -0.26135, -1.73580], [-0.51464, -1.65850, -1.52430], [-0.33644, -1.26276, 0.68299], [-0.46125, -1.81271, 1.96907], [-0.37403, -1.16687, 3.15086], [0.25660, 0.14010, 2.96297], [0.62505, 0.73369, 1.74929], [0.07850, 0.06055, 0.63467], [1.54842, 2.02583, -0.59571], [-0.14645, 2.47514, -0.30582], [-0.28750, 0.25213, -2.66547], [-0.80126, -2.24202, -2.46863], [-0.69204, -2.96210, 1.80554], [-0.72188, -1.48274, 4.16113], [0.70496, 0.70437, 3.79187], [1.41052, 1.60780, 1.38365], [0.31707, 2.48918, -3.60668], [-0.42624, -2.24001, -0.35728]], "forces_ev_per_angstrom": [[0.05, -0.15, -8.46], [0.50, 0.88, 3.47], [2.50, 1.28, -0.05], [-2.37, -2.27, -0.61], [0.61, -0.10, -1.77], [1.35, -1.97, 1.35], [-1.48, -4.78, -0.82], [0.73, 2.77, -0.21], [1.77, 1.30, 0.80], [-0.05, 0.00, -1.00], [-0.06, -0.07, -2.23], [-1.39, 0.12, -1.14], [0.43, 0.79, -0.61], [0.17, -0.57, -0.88], [0.69, 0.45, 1.64], [0.18, 2.34, 1.13], [0.68, -0.02, -1.14], [-0.64, -0.60, 0.30], [-2.39, -2.02, 2.17], [0.14, -0.08, 8.03], [-1.42, 2.72, 0.04]], "smiles": "N#CCc1ccnc2ccccc12", "lumo_energy_ev": -0.0695, "total_charge": 0, "e_above_lowest_kj_mol": 287.20, "gap_ev": 9.13}

=====

{"formula": "C2HBrN2S", "method": "wB97M-V/def2-TZVPD", "elements": ["C", "C", "N", "N", "S", "Br", "H"], "positions_angstrom": [[-0.38974, -0.32590, -0.07898], [-0.82418, -1.23959, 0.76613], [-1.05326, -0.12739, -1.28030], [-2.34900, -2.02491, -0.43374], [-2.30763, -1.05486, -1.56509], [-0.60261, -1.86026, 2.44248], [0.53814, 0.29785, 0.20187]], "forces_ev_per_angstrom": [[0.48, 0.89, -0.74], [-3.06, -1.82, -2.21], [0.61, 1.39, -0.75], [1.22, -0.69, 3.85], [2.46, 1.31, 0.54], [0.02, -0.20, 0.07], [-1.73, -0.88, -0.76]], "lumo_energy_ev": -0.4913, "total_charge": 0, "e_above_lowest_kj_mol": 331.94, "gap_ev": 8.62}

=====

E_HOMO: -0.358, -0.495, -0.338, -0.335 (Ha)
Electronic energy: -5436.4960, -399.7761, -533.3737, -3158.3714 (a.u.)